A 3-piece molecular cluster, C2H3IO2S overall. Source: the OMol25 dataset; level of theory: ωB97M-V with the def2-TZVPD basis set.

Last column: natural (NBO) charge in e.
Element x y z (Å)
C (-1.13, 0.77, -2.03)  -0.256
C (-1.12, -0.42, -2.23)  -0.229
O (1.93, -0.58, -0.02)  -0.838
O (0.85, 1.54, 0.42)  -0.839
S (1.42, 0.66, -0.56)  1.664
I (-0.38, -0.64, 4.84)  -0.104
H (0.57, -1.85, 4.36)  0.104
H (-1.18, 1.86, -2.07)  0.256
H (-0.95, -1.35, -2.70)  0.242

Orbital gap (eV): 9.09
E (eV): -25150.414
Lowest unoccupied orbital energy (eV): -0.79

---

A 2-piece molecular cluster, C2H3IS overall. Source: the OMol25 dataset; level of theory: ωB97M-V with the def2-TZVPD basis set.

Last column: natural (NBO) charge in e.
Element x y z (Å)
C (-1.70, 0.25, -0.59)  -0.520
C (-1.16, -0.46, -1.37)  -0.161
S (1.77, 0.15, 1.72)  -0.309
I (-2.68, 1.46, 0.63)  0.461
H (-0.99, -1.18, -2.10)  0.221
H (3.10, -0.03, 1.32)  0.155
H (1.65, -0.19, 0.39)  0.153

Orbital gap (spin up / spin down) (eV): 5.90 / 6.03
<S²>: 2.0111
E (eV): -21051.005
Lowest unoccupied orbital energy (spin up / spin down) (eV): 0.71 / -3.65
Multiplicity: 3

---

One molecule with the formula C2H3IS2. Source: the OMol25 dataset; level of theory: ωB97M-V with the def2-TZVPD basis set.

Last column: natural (NBO) charge in e.
Element x y z (Å)
C (-0.39, -0.34, 0.42)  -0.403
C (0.69, 0.56, -0.45)  -0.540
S (-2.08, 0.25, 0.48)  0.092
S (-1.57, -1.53, -0.35)  0.078
I (2.61, -0.11, 0.01)  0.121
H (-0.08, -0.63, 1.31)  0.197
H (0.47, 1.47, -0.03)  0.224
H (0.37, 0.33, -1.40)  0.231

Orbital gap (eV): 8.61
E (eV): -31892.282
SMILES string: ICC1SS1
Lowest unoccupied orbital energy (eV): 0.12

---

What are the energy relative to the best compared isomer or geometry (same formula, charge and spin) values for these records? In order: 1.297, 4.356, 0.903 eV.
What are the F_max values for these records? In order: 0.0328, 0.1150, 0.1062 Eh/bohr.